(1)
{"formula": "C33H40BBr2FN4O2", "method": "wB97M-V/def2-TZVPD", "homo_ev": -11.4, "molar_mass_g_mol": 714.3, "charge": 2, "orbital_gap_ha": 0.1373, "total_energy_ha": -6923.06504, "species": ["C", "C", "C", "C", "C", "C", "C", "B", "O", "O", "C", "C", "C", "C", "C", "C", "C", "F", "C", "N", "C", "C", "C", "Br", "C", "C", "Br", "N", "C", "H", "H", "H", "H", "H", "H", "H", "H", "H", "H", "H", "H", "H", "H", "H", "H", "H", "H", "H", "H", "H", "H", "H", "H", "H", "H", "C", "N", "C", "C", "C", "C", "C", "C", "C", "C", "N", "C", "C", "C", "H", "H", "H", "H", "H", "H", "H", "H", "H", "H", "H", "H", "H", "H"], "xyz": [[-0.130796, -1.447700, -3.436492], [-0.808415, -2.218071, -2.762159], [-1.204734, -3.236509, -1.625575], [-0.692022, -2.709234, -0.191086], [0.836199, -2.277415, -0.261625], [1.400580, -1.805605, 1.137891], [0.998344, -0.465108, 1.614449], [0.016506, 0.537008, 0.820542], [0.653354, 1.566149, 0.055133], [-1.407022, 0.480582, 0.820012], [-1.960364, 0.448011, 2.164753], [-2.231647, -1.007288, 2.735639], [1.535165, -0.001311, 2.960701], [2.401488, -0.896569, 3.750608], [2.947080, -0.377463, 5.147976], [4.324080, 0.423700, 4.951116], [5.019115, 0.774369, 6.335043], [6.390575, 1.156504, 6.099933], [2.823307, -2.291838, 3.269082], [3.641497, -3.024396, 4.135245], [3.949757, -4.214857, 3.522379], [3.505541, -4.691198, 2.160573], [3.970111, -6.082705, 1.533802], [2.303642, -7.038922, 0.974927], [4.750891, -7.021494, 2.575002], [5.554379, -8.096642, 1.684611], [3.446507, -8.053028, 3.645772], [2.666271, -3.944406, 1.373427], [2.316598, -2.714587, 1.934579], [0.208647, -0.510075, -3.944884], [-0.814623, -4.274369, -1.845931], [-2.329326, -3.290369, -1.576315], [-0.818945, -3.574791, 0.517113], [-1.370737, -1.830024, 0.046001], [1.403350, -3.181075, -0.643113], [1.033192, -1.437344, -0.984859], [0.155473, 2.403469, 0.162262], [-1.313285, 1.028647, 2.898511], [-2.950330, 1.003975, 2.130037], [-3.290256, -1.004933, 3.154162], [-1.472267, -1.291214, 3.529595], [-2.208755, -1.825900, 1.963777], [1.272554, 1.016357, 3.380769], [3.070141, -1.251155, 5.845545], [2.201817, 0.391480, 5.508972], [4.131914, 1.412287, 4.423683], [5.078880, -0.150474, 4.342458], [4.525806, 1.663470, 6.836116], [5.061273, -0.131791, 7.012371], [4.615229, -4.914358, 4.113090], [4.624930, -5.856421, 0.638858], [5.536570, -6.491130, 3.181507], [6.384811, -8.550678, 2.300231], [6.077471, -7.506032, 0.859556], [4.876315, -8.847963, 1.197800], [-3.893590, -0.361880, -2.819352], [-3.762618, 1.061110, -3.198830], [-4.146025, 1.450254, -4.427834], [-4.074605, 2.779646, -4.800582], [-3.608351, 3.736797, -3.900088], [-3.198465, 3.291727, -2.644213], [-3.282131, 1.950993, -2.314264], [-3.568973, 5.176405, -4.239481], [-4.262425, 6.107697, -3.467603], [-4.183372, 7.456683, -3.759141], [-3.434259, 7.890457, -4.787577], [-2.771005, 7.018168, -5.569162], [-2.826422, 5.660297, -5.316064], [-3.315732, 9.340430, -5.062718], [-3.329158, -0.955612, -3.538537], [-4.953552, -0.616255, -2.843973], [-3.497007, -0.514050, -1.817493], [-4.519434, 0.685265, -5.098190], [-4.409363, 3.061356, -5.793278], [-2.806641, 3.985307, -1.908104], [-2.973595, 1.582528, -1.341240], [-4.874974, 5.791364, -2.630102], [-4.709489, 8.197619, -3.169708], [-2.189246, 7.427546, -6.386381], [-2.263353, 4.987987, -5.954303], [-3.638134, 9.519150, -6.087653], [-2.270976, 9.619146, -4.925541], [-3.942935, 9.900302, -4.372160]], "atomic_forces_ev_per_a": [[-1.5, 0.8, 0.3], [1.2, -0.7, 1.1], [0.0, 1.0, -0.5], [0.1, 0.3, -1.4], [0.3, -0.4, 0.8], [-0.4, 1.4, 1.0], [1.7, -2.3, 1.5], [0.6, 0.3, -0.9], [-1.4, -0.6, 1.4], [1.4, 0.7, 0.8], [-0.9, -0.4, 1.0], [-0.3, 0.1, 0.2], [1.3, -3.0, -0.2], [-0.8, 0.7, -1.0], [0.2, 0.5, -1.3], [0.3, 0.3, 0.6], [0.2, -0.1, -0.4], [-1.6, -0.4, 0.1], [-1.4, 2.7, -0.1], [-0.9, -2.2, -4.3], [0.1, -0.1, 0.1], [-0.9, 1.3, 0.0], [-0.1, 1.0, 1.8], [0.9, 0.8, -0.8], [0.5, -1.1, -2.4], [0.5, 1.1, 0.1], [1.1, 0.6, 0.7], [1.6, 0.3, 2.9], [-0.2, 0.8, 0.3], [-0.2, -1.8, 0.6], [-0.3, 1.3, 0.0], [1.1, -0.1, -0.2], [0.1, 1.1, -0.5], [1.0, -1.2, 0.1], [-0.5, 1.1, 0.6], [-0.5, -0.9, 0.6], [0.2, -0.7, -0.5], [-0.6, -0.7, -1.0], [1.2, -0.6, -0.2], [1.5, -0.1, -0.2], [-1.0, 0.4, -0.9], [0.1, 1.1, 0.6], [0.4, -1.4, -0.6], [-0.2, 1.1, -0.6], [0.7, -1.1, 0.0], [0.1, -1.3, 0.4], [-0.9, 0.4, 0.6], [0.6, -1.2, -0.5], [-0.1, 1.1, -0.7], [-1.0, 1.0, -0.7], [-1.0, -0.5, 1.0], [-1.3, -0.4, -0.4], [-1.2, 0.1, -0.7], [-0.6, -0.8, 1.0], [0.7, 0.7, 0.7], [-0.1, -0.2, -0.1], [0.1, 0.2, 0.2], [0.1, 0.4, 0.0], [0.0, -0.1, -0.2], [0.0, -0.6, 0.2], [0.0, 0.1, 0.1], [0.0, 0.2, -0.1], [0.0, 0.6, -0.1], [-0.1, 0.0, 0.2], [0.1, -0.3, 0.0], [-0.2, -0.1, 0.2], [-0.1, -0.3, 0.1], [0.1, 0.0, -0.2], [0.1, 0.1, -0.1], [0.0, 0.0, 0.1], [0.1, 0.0, 0.0], [0.1, 0.1, -0.1], [0.0, 0.0, 0.1], [0.0, -0.1, 0.1], [0.0, -0.1, 0.0], [0.0, -0.1, -0.1], [0.1, 0.1, -0.1], [0.1, 0.0, -0.1], [-0.1, 0.0, 0.1], [0.0, 0.1, 0.0], [0.1, 0.1, 0.1], [-0.1, 0.1, -0.1], [0.0, -0.1, -0.1]], "mulliken_charge": [-0.12, -0.47, -0.71, 0.66, -1.20, -0.30, 0.73, 0.66, -0.55, -0.35, -0.33, -0.75, -0.80, 0.74, -1.40, -0.41, -0.28, -0.32, 0.52, -0.43, -0.59, 0.62, -0.34, -0.06, -0.26, -1.19, -0.06, -0.22, -0.14, 0.35, 0.42, 0.33, 0.40, -0.72, 0.49, 0.21, 0.24, 0.20, 0.43, 0.34, 0.21, 0.14, 0.23, 0.46, 0.38, 0.28, 0.34, 0.23, 0.26, 0.19, 0.45, 0.47, 0.36, 0.34, 0.33, -0.96, 0.13, -0.35, -0.61, 0.79, -0.88, -0.19, 0.59, -0.70, -0.10, -0.01, -0.34, -0.60, -0.86, 0.46, 0.40, 0.15, 0.50, 0.54, 0.51, 0.57, 0.51, 0.40, 0.49, 0.51, 0.38, 0.38, 0.28]}

***

(2)
{"formula": "C33H40BrI2N7OPPbS2Se2", "method": "wB97M-V/def2-TZVPD", "de_lowest_ev": 1.3500, "homo_ev": -14.5, "molar_mass_g_mol": 1344.7, "charge": 3, "orbital_gap_ha": 0.2598, "total_energy_ha": -11042.21967, "species": ["Pb", "O", "C", "C", "C", "N", "C", "Br", "C", "H", "H", "H", "H", "Se", "P", "Se", "C", "C", "C", "C", "C", "C", "C", "C", "C", "C", "C", "C", "H", "H", "H", "H", "H", "H", "H", "H", "H", "H", "I", "I", "S", "C", "N", "C", "C", "C", "C", "H", "H", "H", "H", "H", "S", "C", "N", "C", "C", "C", "N", "H", "H", "H", "H", "H", "H", "H", "H", "C", "C", "N", "C", "N", "C", "C", "C", "N", "C", "H", "H", "H", "H", "H", "H", "H", "H", "H", "H", "H", "H", "H"], "xyz": [[-0.547159, 0.738362, -1.115995], [5.461145, 1.794237, -3.944672], [4.263816, 1.485780, -3.471222], [3.402635, 0.543847, -4.046505], [2.163265, 0.344561, -3.480183], [1.750429, 0.987975, -2.381327], [2.597177, 1.847355, -1.822800], [1.969866, 2.687369, -0.234578], [3.846136, 2.142086, -2.305460], [5.688416, 1.332091, -4.760590], [3.700420, -0.010537, -4.926952], [1.447649, -0.341528, -3.918214], [4.503284, 2.858773, -1.834320], [-1.702343, -1.533221, 0.776477], [-0.230434, -1.677720, 2.323491], [1.911713, -1.331766, 1.492950], [-0.172552, -3.270804, 3.185042], [1.022680, -3.754231, 3.712176], [1.024374, -4.939295, 4.427868], [-0.166890, -5.621943, 4.637408], [-1.360590, -5.121951, 4.136845], [-1.370519, -3.948860, 3.399662], [-0.375317, -0.409435, 3.603222], [0.699137, 0.350408, 4.052057], [0.511087, 1.243737, 5.094993], [-0.736964, 1.360955, 5.689358], [-1.807799, 0.596811, 5.241765], [-1.634289, -0.287543, 4.190399], [1.943804, -3.199738, 3.587657], [1.948258, -5.325001, 4.836700], [-0.161479, -6.544408, 5.201934], [-2.286259, -5.646655, 4.329078], [-2.298524, -3.558395, 3.000535], [1.679635, 0.245628, 3.599637], [1.339131, 1.840113, 5.452746], [-0.873969, 2.049416, 6.512004], [-2.773745, 0.684356, 5.720292], [-2.463700, -0.883705, 3.828311], [-4.228579, -2.275248, -2.373104], [-6.129596, -3.990805, -1.597078], [-1.480006, -0.424281, -3.362334], [-1.931355, 0.699751, -4.589716], [-2.878199, 0.294718, -5.468271], [-3.261393, 1.017917, -6.539829], [-2.691650, 2.235557, -6.783802], [-1.726775, 2.714091, -5.889753], [-1.348736, 1.950996, -4.806726], [-3.309087, -0.607208, -5.288906], [-4.029996, 0.599848, -7.173752], [-2.973878, 2.806485, -7.654858], [-1.272187, 3.681784, -6.055141], [-0.592010, 2.283433, -4.113827], [1.653721, -2.988866, 0.033346], [3.213869, -3.794045, -0.006311], [4.319423, -3.245189, 0.455035], [5.622057, -3.924090, 0.405647], [5.398463, -5.427230, 0.408183], [4.441868, -5.792123, -0.716303], [3.227406, -4.974836, -0.591881], [4.273652, -2.343514, 0.900649], [6.204859, -3.612198, 1.269720], [6.155007, -3.616144, -0.496292], [4.971337, -5.736640, 1.363454], [6.344494, -5.945869, 0.272110], [4.153231, -6.839546, -0.660890], [4.900706, -5.619753, -1.692067], [2.355877, -5.359665, -0.925419], [-3.566614, 3.598545, 2.470106], [-3.688255, 2.173807, 1.957882], [-3.096405, 2.089489, 0.624407], [-2.544811, 3.117355, -0.069909], [-1.675270, 2.834001, -1.036245], [-1.253559, 3.952842, -1.880222], [-1.058932, 5.215616, -1.053892], [-2.378663, 5.550397, -0.386347], [-2.924476, 4.359656, 0.259199], [-3.917687, 4.529889, 1.317970], [-2.543369, 3.796542, 2.797303], [-4.234109, 3.755088, 3.315313], [-4.737491, 1.875523, 1.906017], [-3.165689, 1.483265, 2.623708], [-3.003053, 1.169466, 0.230774], [-2.001400, 4.129862, -2.661879], [-0.311457, 3.682863, -2.363506], [-0.735020, 6.040710, -1.686644], [-0.290658, 5.039532, -0.298064], [-3.091260, 5.927400, -1.125552], [-2.243272, 6.321302, 0.372252], [-4.917324, 4.292044, 0.941548], [-3.915272, 5.570334, 1.634082]], "atomic_forces_ev_per_a": [[0.3, 0.3, 0.4], [0.2, 0.1, 0.1], [-0.4, -0.2, 0.2], [0.1, 0.0, -0.1], [0.1, 0.1, -0.1], [-0.1, 0.3, 0.0], [0.0, -0.2, -0.1], [0.2, 0.1, 0.0], [0.2, 0.1, -0.1], [-0.1, -0.1, 0.0], [-0.1, 0.0, 0.0], [0.0, 0.0, 0.0], [-0.1, 0.0, 0.1], [0.1, -0.5, 0.4], [-0.1, 0.0, 0.3], [-0.2, 0.1, -0.2], [0.0, 0.2, -0.3], [0.0, 0.0, 0.1], [-0.1, 0.0, 0.0], [0.0, 0.0, 0.0], [0.0, 0.0, 0.1], [0.0, 0.0, -0.1], [0.1, -0.1, -0.3], [-0.1, -0.1, -0.1], [0.1, 0.0, 0.0], [0.0, 0.0, 0.0], [0.0, 0.0, 0.0], [0.0, 0.0, 0.0], [0.0, 0.0, 0.0], [0.0, 0.0, 0.0], [0.0, 0.0, 0.0], [0.0, 0.0, 0.0], [0.0, -0.1, 0.0], [0.0, 0.1, 0.1], [0.0, 0.0, 0.0], [0.0, 0.0, 0.0], [0.0, 0.0, 0.0], [0.0, 0.0, 0.0], [-0.1, -0.1, 0.1], [0.1, 0.2, -0.1], [-0.2, -0.2, -0.1], [0.1, 0.0, -0.1], [0.0, 0.1, 0.1], [-0.1, 0.1, -0.2], [0.1, 0.1, 0.0], [-0.1, -0.1, 0.0], [-0.1, -0.1, 0.0], [0.0, 0.0, -0.1], [0.0, -0.1, 0.1], [-0.1, 0.0, 0.0], [0.0, 0.0, 0.0], [0.1, 0.1, 0.0], [-0.2, 0.1, -0.2], [0.1, 0.2, 0.2], [0.1, -0.1, 0.0], [0.2, -0.2, 0.0], [-0.2, 0.1, -0.1], [0.3, -0.1, 0.0], [-0.1, 0.0, 0.0], [-0.1, 0.0, 0.0], [-0.1, 0.1, 0.0], [0.0, 0.0, 0.0], [0.1, 0.0, 0.0], [0.0, 0.0, 0.0], [-0.1, 0.0, 0.0], [-0.1, 0.0, 0.0], [0.0, 0.0, 0.1], [-0.1, 0.0, -0.2], [0.0, 0.1, 0.2], [0.1, 0.0, 0.0], [0.1, -0.1, -0.1], [-0.2, -0.1, -0.1], [0.0, 0.0, 0.1], [-0.1, -0.1, -0.1], [0.2, 0.0, -0.1], [0.0, 0.0, 0.1], [-0.1, -0.1, 0.2], [0.0, 0.1, 0.0], [0.0, 0.0, 0.0], [0.0, 0.0, 0.0], [0.0, 0.0, -0.1], [0.0, 0.0, 0.0], [0.1, 0.0, -0.1], [0.0, 0.0, 0.0], [0.0, 0.0, 0.0], [0.0, 0.0, 0.0], [0.0, 0.0, 0.1], [0.0, 0.0, 0.0], [0.0, 0.1, 0.0], [0.1, 0.0, -0.1]], "mulliken_charge": [1.18, -0.50, 0.90, -0.67, -0.93, 0.03, 0.15, -0.15, -0.58, 0.33, 0.39, 0.59, 0.56, -0.31, -0.06, -0.03, 0.96, -0.42, -0.78, -0.49, -0.81, -0.22, 1.50, -0.43, -0.82, -0.62, -0.51, -0.98, 0.46, 0.44, 0.42, 0.43, 0.36, 0.24, 0.47, 0.45, 0.49, 0.38, 0.13, -0.06, -0.80, 0.53, 0.02, -0.29, -0.63, -0.38, -0.25, 0.21, 0.45, 0.43, 0.46, 0.44, -0.19, 0.56, 0.05, -0.56, -0.61, -0.62, -0.17, -0.01, 0.40, 0.30, 0.30, 0.36, 0.39, 0.30, 0.23, -0.66, 0.08, -0.01, 0.61, -0.27, -0.40, -0.75, -0.70, 0.16, -0.82, 0.31, 0.46, 0.41, -0.36, -0.05, 0.22, 0.25, 0.44, 0.20, 0.28, 0.47, 0.28, 0.43]}